13
Properties=species:S:1:pos:R:3 method="wB97M-V/def2-TZVPD" e_tot_ev=-9272.03060 homo_lumo_gap_ha=0.425
O -0.23 -0.51 -0.29
N -1.60 -3.38 0.87
N -0.37 -0.32 1.98
C 0.50 1.28 -1.70
C -1.10 -2.33 0.85
C -0.53 -0.99 0.92
C 0.14 0.88 -0.29
H -0.71 1.45 0.10
H -0.66 -0.81 2.82
H 1.41 0.78 -2.04
H -0.31 1.04 -2.40
H 0.98 1.02 0.40
H 0.67 2.36 -1.73

***

13
Properties=species:S:1:pos:R:3 method="wB97M-V/def2-TZVPD" e_tot_ev=-9272.41186 homo_lumo_gap_ha=0.324 smiles=Cc1c[nH]c(O)n1
O -2.89 0.51 -0.25
N -0.40 1.16 -0.32
N -1.23 -0.84 0.21
C 2.18 0.39 -0.08
C 0.65 0.25 -0.07
C 0.13 -0.97 0.24
C -1.52 0.43 -0.13
H 2.59 1.34 -0.43
H 2.59 0.21 0.92
H -3.36 1.35 -0.27
H 0.59 -1.90 0.52
H 2.61 -0.39 -0.72
H -1.93 -1.54 0.37

***

13
Properties=species:S:1:pos:R:3 method="wB97M-V/def2-TZVPD" e_tot_ev=-9266.74051 homo_lumo_gap_ha=0.323
O -0.83 -2.69 -0.78
N -0.24 0.88 0.22
N 0.93 0.28 -0.45
C 0.65 -0.81 -0.95
C -0.05 2.28 0.62
C -0.76 -1.37 -0.59
C 0.35 1.26 1.61
H 1.35 -1.26 -1.47
H 0.41 2.69 -0.20
H -0.24 0.81 2.48
H 1.57 0.95 1.98
H -1.08 2.72 0.88
H -1.34 -0.66 0.06

***

13
Properties=species:S:1:pos:R:3 method="wB97M-V/def2-TZVPD" e_tot_ev=-9271.70375 homo_lumo_gap_ha=0.416 smiles="[H]/N=C/OCCC#N"
O 1.39 -0.04 -0.33
N 1.03 -1.44 -2.09
N -2.72 0.05 -0.05
C 0.66 1.01 0.26
C -0.48 0.58 1.20
C -1.74 0.27 0.51
C 0.71 -1.04 -0.94
H 0.27 1.67 -0.53
H -0.68 1.39 1.92
H 0.42 -2.23 -2.26
H -0.16 -0.29 1.78
H -0.08 -1.50 -0.33
H 1.39 1.57 0.84

***

13
Properties=species:S:1:pos:R:3 method="wB97M-V/def2-TZVPD" e_tot_ev=-9270.64263 homo_lumo_gap_ha=0.343
O 0.74 0.93 0.51
N -0.21 -0.33 -1.21
N 1.32 1.52 -1.56
C -0.40 -1.12 0.97
C 0.64 0.77 -0.81
C -0.69 -1.35 -0.50
C -0.33 0.36 1.28
H -0.38 -0.34 -2.21
H -1.13 -1.64 1.60
H 0.57 -1.59 1.18
H -0.10 0.60 2.32
H 1.23 1.31 -2.55
H -1.26 0.86 0.99

***

13
Properties=species:S:1:pos:R:3 method="wB97M-V/def2-TZVPD" e_tot_ev=-9272.98323 homo_lumo_gap_ha=0.330 smiles=Cc1cnc(N)o1
O -0.50 -0.41 -0.48
N -1.31 1.02 -2.10
N 0.42 1.62 -0.58
C 1.09 0.84 0.37
C 0.82 -1.62 1.22
C -0.47 0.81 -1.04
C 0.54 -0.39 0.44
H -1.40 1.98 -2.39
H 0.16 -1.72 2.09
H 0.70 -2.51 0.60
H -2.13 0.44 -2.16
H 1.93 1.23 0.92
H 1.85 -1.59 1.57

***

LUMO energy, respectively: 0.591; 0.706; -0.196; 0.605; 0.687; 0.944 eV.